(1)
Entry from OMol25: a structure of composition C45H85NO10 (the ωB97M-V functional and the def2-TZVPD basis).

frontier orbital gap: 8.2 eV
max |F|: 7.85 eV Å⁻¹
ΔE to the lowest compared entry with this formula, charge and spin: 2707.9 kJ/mol

Last column: Löwdin charge in e.
Positions of all 141 atoms, in Å:
C1 -2.88214 0.31525 2.20070  -0.190
C2 -2.60606 0.17875 3.69850  -0.125
C3 -3.64890 -0.78645 4.14924  -0.197
O1 -3.83956 -1.58072 2.96486  -0.139
C4 -3.91987 -0.68329 1.80877  -0.144
H1 -1.86619 0.08778 1.87789  0.065
H2 -3.24222 1.31727 1.96751  0.060
H3 -2.72300 1.07058 4.31417  0.118
H4 -1.67877 -0.36578 3.87655  0.100
H5 -4.62787 -0.45764 4.49798  0.116
H6 -3.31336 -1.34933 5.02026  0.120
H7 -4.86565 -0.16485 1.65122  0.088
H8 -3.84700 -1.08576 0.79843  0.100
C5 -4.05020 -1.19522 -1.93092  -0.107
C6 -3.92277 -0.01757 -1.03313  -0.205
C7 -3.36988 1.09793 -2.00040  -0.109
O2 -2.44757 0.32639 -2.71913  -0.139
C8 -2.73006 -1.09127 -2.66000  -0.199
H9 -4.94716 -1.24422 -2.54831  0.120
H10 -4.16932 -2.10636 -1.34464  0.120
H11 -3.34238 -0.07514 -0.11231  0.073
H12 -4.85519 0.31555 -0.57733  0.122
H13 -2.78903 1.81405 -1.41913  0.076
H14 -4.14142 1.53157 -2.63663  0.148
H15 -2.06943 -1.63562 -1.98520  0.096
H16 -2.67158 -1.71437 -3.55243  0.144
C9 -4.47122 2.91845 1.89051  -0.179
C10 -3.36324 3.58647 1.15867  -0.115
C11 -2.78642 2.46666 0.27168  -0.175
O3 -3.98268 1.66431 -0.02003  -0.351
C12 -5.09496 1.93521 0.85722  -0.130
H17 -5.28955 3.59178 2.14552  0.119
H18 -4.11522 2.48075 2.82314  0.104
H19 -2.67999 4.12930 1.81183  0.129
H20 -3.91177 4.19177 0.43701  0.126
H21 -2.18323 1.72999 0.80232  0.065
H22 -2.21545 2.73978 -0.61573  0.102
H23 -5.55771 1.12085 1.41470  0.110
H24 -5.82950 2.48522 0.26896  0.134
C13 4.36926 -2.32715 2.11657  -0.149
C14 2.96183 -2.67274 1.77365  -0.161
C15 2.96268 -3.11069 0.31446  -0.147
O4 4.32018 -2.74118 -0.15002  -0.133
C16 4.92901 -1.87556 0.77260  -0.221
H25 5.00425 -3.11586 2.52005  0.129
H26 4.42965 -1.39343 2.67570  0.084
H27 2.46662 -1.70196 1.79458  0.079
H28 2.43982 -3.35041 2.44919  0.131
H29 2.19858 -2.69655 -0.34338  0.054
H30 3.04188 -4.19641 0.25928  0.145
H31 4.63827 -0.85118 0.53971  0.090
H32 6.00950 -1.91898 0.63561  0.126
C17 0.59773 1.80885 -6.13223  -0.121
C18 0.50522 2.32957 -4.69429  -0.143
C19 -0.45178 1.38115 -3.97762  -0.218
O5 -0.42718 0.19977 -4.79794  -0.166
C20 0.63404 0.36200 -5.74427  -0.220
H33 1.39829 2.28664 -6.69696  0.113
H34 -0.30084 2.00355 -6.71769  0.117
H35 0.28439 3.37910 -4.49981  0.121
H36 1.41612 2.30937 -4.09601  0.111
H37 -1.50230 1.66260 -3.90486  0.140
H38 -0.22575 1.08134 -2.95432  0.056
H39 0.47637 -0.23543 -6.64222  0.121
H40 1.55813 0.03996 -5.26423  0.124
C21 -0.08637 4.28001 -1.01810  -0.107
C22 0.54157 2.93917 -0.76879  -0.125
C23 0.75071 2.42778 -2.15356  -0.227
O6 -0.23153 3.01869 -2.93142  -0.286
C24 -0.52031 4.27618 -2.52165  -0.154
H41 0.44333 5.20664 -0.79698  0.110
H42 -0.97349 4.46782 -0.41324  0.087
H43 -0.05803 2.19503 -0.24456  0.088
H44 1.51303 3.08556 -0.29663  0.046
H45 0.55727 1.35563 -2.11950  0.069
H46 1.79753 2.52004 -2.44299  0.148
H47 -1.59174 4.47513 -2.54492  0.134
H48 0.10026 4.95847 -3.10259  0.130
C25 -1.07664 -2.57446 0.25061  -0.104
C26 -1.02251 -2.13090 1.68477  -0.108
C27 0.04227 -3.15262 2.21402  -0.110
O7 0.88505 -3.53966 1.10636  -0.181
C28 0.25846 -3.15337 -0.11108  -0.239
H49 -1.43250 -1.78724 -0.41405  0.084
H50 -1.78995 -3.39662 0.30823  0.139
H51 -1.94437 -2.21546 2.26022  0.111
H52 -0.60193 -1.12788 1.75667  0.056
H53 -0.46407 -4.06762 2.52138  0.129
H54 0.67751 -2.69168 2.97040  -0.062
H55 0.13187 -4.05798 -0.70587  0.140
H56 0.80957 -2.42905 -0.71086  0.040
C29 2.82508 2.44385 1.55721  -0.189
C30 4.01500 1.91569 2.31685  -0.139
C31 5.13417 2.39854 1.38823  -0.171
O8 4.61314 3.49817 0.62241  -0.119
C32 3.17467 3.49649 0.56787  -0.189
H57 2.10460 2.81421 2.28649  0.130
H58 2.27176 1.65990 1.04015  0.065
H59 3.91032 0.86403 2.58362  0.071
H60 4.02660 2.43767 3.27366  0.115
H61 5.41479 1.60078 0.70054  0.108
H62 6.03678 2.64310 1.94824  0.118
H63 2.90645 3.17048 -0.43705  0.092
H64 2.73393 4.49196 0.62169  0.131
C33 0.14663 -2.75027 -4.33196  -0.134
C34 1.00539 -3.73173 -3.70845  -0.157
C35 1.21239 -3.14040 -2.36863  -0.252
O9 0.07314 -2.35124 -2.05662  -0.296
C36 -0.45301 -1.77308 -3.27833  -0.144
H65 -0.61797 -3.20353 -4.96285  0.120
H66 0.70349 -2.14937 -5.05093  0.097
H67 1.84447 -3.90798 -4.38151  0.133
H68 0.44201 -4.65127 -3.54977  0.125
H69 2.15790 -2.60430 -2.45053  0.138
H70 1.50501 -3.94691 -1.69630  0.127
H71 -0.01958 -0.77555 -3.35024  0.094
H72 -1.53938 -1.72896 -3.35538  0.027
C37 2.62149 -1.30582 5.52678  -0.123
C38 2.68104 -0.63212 4.12877  -0.145
C39 1.23478 -0.80569 3.62767  -0.143
O10 0.93575 -2.16824 4.03006  -0.152
C40 1.74038 -2.51373 5.14521  -0.152
H73 2.14862 -0.61967 6.22940  0.107
H74 3.57952 -1.65561 5.91141  0.115
H75 3.30702 -1.34251 3.58880  0.053
H76 3.21802 0.31557 4.16892  0.105
H77 1.25953 -0.70122 2.54296  0.004
H78 0.59365 -0.04400 4.07138  0.142
H79 2.48931 -3.20234 4.75405  0.116
H80 1.23649 -3.08026 5.92832  0.128
N1 -0.14915 0.44499 1.07396  0.068
C41 1.16623 0.00544 1.09145  -0.156
C42 1.86166 -0.48871 0.01634  0.009
C43 1.18416 -0.63565 -1.19421  -0.019
C44 -0.10486 -0.16747 -1.22769  -0.054
C45 -0.77045 0.36854 -0.05392  -0.146
H81 1.65387 0.02129 2.05497  0.058
H82 2.87296 -0.81927 0.20177  0.099
H83 1.64786 -1.19903 -1.99045  0.125
H84 -0.63405 -0.24308 -2.16612  0.064
H85 -1.80301 0.66826 0.04807  0.072

---

(2)
Entry from OMol25: a cluster of 17 separate species, C45H88B9F36N10O6 in total (the ωB97M-V functional and the def2-TZVPD basis).

frontier orbital gap: 2.0 eV
max |F|: 6.15 eV Å⁻¹
charge: +1

Last column: Löwdin charge in e.
Positions of all 194 atoms, in Å:
C1 -13.78839 -10.13372 -0.55470  0.041
C2 -13.24182 -10.83044 0.69390  -0.309
O1 -12.00897 -10.84039 0.87580  0.142
N1 -14.24221 -11.56354 1.59918  0.100
H1 -14.55009 -10.82737 2.21835  0.180
H2 -15.01477 -11.84345 1.01191  0.169
C3 -13.67698 -12.79575 2.27699  0.033
H3 -14.73621 -10.57776 -0.85895  0.090
H4 -13.09470 -10.28119 -1.38244  0.118
H5 -13.86666 -9.08304 -0.27534  0.104
H6 -14.46685 -13.06931 2.97655  0.099
H7 -12.76369 -12.68401 2.86138  0.110
H8 -13.64906 -13.60970 1.55256  0.121
C4 -6.09568 -2.74043 -12.59881  0.020
C5 -6.48375 -2.81505 -14.05054  -0.338
O2 -6.88593 -3.88344 -14.57789  0.169
N2 -6.50385 -1.50668 -14.81231  0.107
H9 -7.36690 -1.38418 -15.32245  0.180
H10 -6.51830 -0.68752 -14.22167  0.159
C6 -5.27520 -1.31886 -15.79121  0.079
H11 -7.00493 -2.51274 -12.04247  0.103
H12 -5.37830 -1.93503 -12.44134  0.084
H13 -5.76446 -3.74297 -12.32803  0.114
H14 -4.34629 -1.34981 -15.22176  0.102
H15 -5.41919 -0.35489 -16.27920  0.104
H16 -5.30956 -2.15158 -16.49371  0.115
C7 -21.00282 -8.02115 -15.28383  0.030
C8 -21.59874 -6.61359 -15.37132  -0.318
O3 -20.97556 -5.58188 -15.17877  0.166
N3 -23.01016 -6.69012 -16.06254  0.101
H17 -22.82868 -6.98779 -17.01047  0.174
H18 -23.50279 -7.45506 -15.62403  0.169
C9 -23.69869 -5.28372 -16.04740  0.043
H19 -19.92847 -7.86676 -15.18369  0.111
H20 -20.95036 -8.76778 -16.07623  0.115
H21 -21.36628 -8.38801 -14.32393  0.107
H22 -24.64780 -5.50553 -16.53534  0.099
H23 -23.08398 -4.50823 -16.50439  0.104
H24 -23.88077 -5.07975 -14.99225  0.099
C10 -2.64024 -0.23464 -7.25157  0.050
N4 -4.05760 0.11489 -6.86197  -0.068
C11 -4.46916 1.42349 -6.91331  0.052
C12 -5.73984 1.77486 -6.30330  0.075
C13 -6.47396 0.81083 -5.62787  -0.178
C14 -5.96501 -0.43629 -5.45634  0.072
C15 -4.73079 -0.75136 -6.07593  0.048
C16 -7.80026 1.04296 -5.02534  -0.163
C17 -8.00354 1.17861 -3.66959  0.073
C18 -9.31077 1.42444 -3.07126  0.052
N5 -10.35215 1.45619 -3.88458  -0.077
C19 -10.17758 1.23704 -5.24380  0.055
C20 -8.94947 0.94927 -5.83398  0.071
C21 -11.76471 1.69443 -3.37461  0.088
H25 -2.58447 -1.32014 -7.33341  0.111
H26 -1.94657 0.17696 -6.51843  0.117
H27 -2.38899 0.14996 -8.24003  0.105
H28 -3.92912 2.15647 -7.49425  0.143
H29 -6.06790 2.78261 -6.51124  0.130
H30 -6.45409 -1.19430 -4.86250  0.158
H31 -4.29957 -1.68616 -5.74940  0.162
H32 -7.14931 1.23577 -3.01124  0.133
H33 -9.52395 1.59133 -2.02574  0.155
H34 -11.06956 1.41538 -5.82600  0.147
H35 -8.85635 0.69852 -6.88033  0.139
H36 -11.84251 0.99765 -2.54002  0.122
H37 -12.44683 1.59186 -4.21859  0.112
H38 -11.71320 2.75156 -3.11400  0.111
C22 -14.74743 -3.18200 -13.24542  0.023
N6 -13.90831 -4.09737 -12.51622  -0.114
C23 -13.72307 -5.29698 -13.07204  0.040
C24 -12.83020 -6.24205 -12.54332  0.099
C25 -12.02570 -5.86481 -11.47254  -0.149
C26 -12.17853 -4.62861 -10.91229  0.065
C27 -13.13904 -3.70568 -11.51679  0.051
C28 -11.06829 -6.79905 -10.75421  -0.132
C29 -10.19936 -7.53470 -11.54019  0.041
C30 -9.47841 -8.59618 -11.00879  0.067
N7 -9.64220 -8.85916 -9.67948  -0.069
C31 -10.42610 -8.13541 -8.85766  0.032
C32 -11.24668 -7.17929 -9.41503  0.061
C33 -8.93665 -10.02300 -9.07211  0.073
H39 -15.00112 -3.47552 -14.26404  0.117
H40 -14.27963 -2.20238 -13.34349  0.113
H41 -15.64044 -3.15428 -12.62103  0.120
H42 -14.42209 -5.52261 -13.86378  0.156
H43 -12.93013 -7.28169 -12.81819  0.159
H44 -11.51148 -4.29008 -10.13329  0.131
H45 -13.12952 -2.63051 -11.41519  0.145
H46 -10.14326 -7.35213 -12.60317  0.142
H47 -8.81633 -9.15716 -11.65170  0.165
H48 -10.55946 -8.48910 -7.84597  0.161
H49 -12.05438 -6.66604 -8.91444  0.139
H50 -9.57613 -10.54252 -8.35847  0.120
H51 -8.12711 -9.48969 -8.57379  0.122
H52 -8.72774 -10.69637 -9.90339  0.121
C34 -6.15576 -14.57630 -0.64628  -0.027
C35 -5.89663 -15.00668 -2.09968  -0.257
C36 -4.40573 -15.57240 -2.30937  -0.150
O4 -4.21223 -16.83878 -1.63475  -0.204
C37 -2.95596 -16.85045 -0.90982  -0.075
N8 -6.86784 -16.11232 -2.46162  0.244
H53 -6.79012 -16.30816 -3.44940  0.180
H54 -6.53010 -16.95329 -2.01573  0.153
H55 -7.79396 -15.83667 -2.16766  0.173
H56 -5.42037 -13.84267 -0.31598  0.096
H57 -6.18572 -15.49651 -0.06285  0.090
H58 -7.09724 -14.03082 -0.58152  0.087
H59 -6.01133 -14.25537 -2.88101  0.159
H60 -3.63301 -14.81789 -2.16195  0.130
H61 -4.15651 -15.79316 -3.34728  0.134
H62 -2.16056 -16.84246 -1.65505  0.089
H63 -2.78816 -17.76189 -0.33604  0.092
H64 -2.77280 -15.92722 -0.36010  0.086
C38 -11.40679 7.42236 -15.18441  -0.010
C39 -11.25507 6.02938 -14.51806  -0.312
C40 -12.38057 5.55486 -13.76868  -0.161
O5 -13.64288 5.68533 -14.55334  -0.201
C41 -14.79431 5.20095 -13.88505  -0.084
N9 -10.90497 5.10165 -15.66755  0.242
H65 -10.56900 4.21695 -15.31467  0.168
H66 -11.60892 4.85197 -16.34741  0.182
H67 -10.06374 5.36010 -16.16317  0.169
H68 -11.60780 8.24545 -14.49868  0.099
H69 -12.32104 7.33433 -15.77136  0.091
H70 -10.52565 7.73439 -15.74506  0.089
H71 -10.33513 5.95453 -13.93822  0.159
H72 -12.54857 6.01228 -12.79367  0.149
H73 -12.28211 4.48923 -13.56168  0.135
H74 -15.66692 5.39197 -14.50968  0.100
H75 -14.98668 5.71390 -12.94272  0.090
H76 -14.57237 4.16703 -13.62075  0.095
C42 -23.09902 -0.78447 -11.76403  -0.042
C43 -22.83668 0.51568 -12.48284  -0.258
C44 -22.52109 0.32081 -13.95623  -0.252
O6 -22.11247 1.47362 -14.55311  -0.171
C45 -21.68057 1.32226 -15.90551  -0.062
N10 -24.01271 1.50943 -12.35501  0.254
H77 -23.69029 2.42196 -12.64388  0.165
H78 -24.79073 1.41271 -12.99174  0.168
H79 -24.45430 1.53734 -11.44708  0.172
H80 -24.06628 -1.19137 -12.05889  0.086
H81 -23.12558 -0.83480 -10.67553  0.098
H82 -22.46507 -1.65450 -11.93506  0.102
H83 -21.97682 0.98582 -12.00566  0.169
H84 -23.36036 -0.15306 -14.46532  0.135
H85 -21.69581 -0.35732 -14.17338  0.144
H86 -21.56994 2.28501 -16.40449  0.099
H87 -22.39431 0.77660 -16.52272  0.092
H88 -20.71782 0.81640 -15.97845  0.100
B1 -17.18528 1.02875 -8.53999  -1.493
F1 -15.87641 1.20079 -8.91081  0.110
F2 -18.01909 1.90172 -9.18672  0.100
F3 -17.58585 -0.21531 -8.88040  0.134
F4 -17.39542 1.25839 -7.23212  0.149
B2 -4.84943 -8.01220 -4.87553  -1.531
F5 -4.83562 -7.35585 -6.06884  0.116
F6 -3.99503 -9.07420 -4.70422  0.126
F7 -4.60198 -6.98975 -4.01487  0.100
F8 -6.02783 -8.41669 -4.49187  0.189
B3 -4.95522 -15.95308 -9.33692  -1.277
F9 -5.70527 -15.78330 -10.49460  0.101
F10 -4.23018 -17.19271 -9.43960  0.027
F11 -4.06559 -14.88018 -9.28917  0.069
F12 -5.56754 -15.92086 -8.09307  0.080
B4 -12.46414 -14.22006 -3.33977  -1.450
F13 -11.63401 -13.31782 -3.92026  0.129
F14 -13.70890 -13.73015 -3.05828  0.113
F15 -12.59748 -15.30861 -4.16340  0.130
F16 -11.80506 -14.51424 -2.16653  0.081
B5 -12.47366 -3.67967 -4.79082  -1.509
F17 -13.11533 -3.52209 -5.97668  0.131
F18 -12.37829 -4.96445 -4.38536  0.151
F19 -11.22059 -3.24055 -4.96835  0.125
F20 -13.04620 -2.89276 -3.81653  0.103
B6 -7.62287 -10.36437 -17.87023  -1.395
F21 -8.27791 -10.89660 -18.97232  0.097
F22 -6.79348 -9.30372 -18.26884  0.058
F23 -8.43463 -9.94452 -16.83030  0.096
F24 -6.82681 -11.35879 -17.46084  0.144
B7 -13.82126 -12.85454 -11.31489  -1.425
F25 -14.22288 -12.06714 -12.34737  0.124
F26 -14.57241 -14.01150 -11.37450  0.099
F27 -12.51692 -13.19588 -11.46994  0.131
F28 -14.00346 -12.26279 -10.06132  0.071
B8 -14.90970 -8.65230 -18.14899  -1.367
F29 -15.50778 -9.77934 -17.63815  0.106
F30 -15.83700 -7.60161 -18.03229  0.048
F31 -13.78463 -8.44677 -17.42659  0.137
F32 -14.56687 -8.83388 -19.50257  0.077
B9 -11.22503 0.03263 -16.47139  -1.420
F33 -11.16827 0.10670 -15.07616  0.065
F34 -10.04620 0.38668 -16.98453  0.142
F35 -11.45742 -1.30290 -16.73004  0.117
F36 -12.13885 0.85458 -17.11938  0.099